{"formula": "C19H32AlBrCl5F5KLiN3NaO9S2", "method": "ωB97M-V with the def2-TZVPD basis set", "homo_energy_ha": -0.336, "lumo_energy_ev": -7.60, "charge": 2, "species": ["C", "O", "C", "C", "C", "C", "C", "C", "C", "C", "C", "C", "F", "N", "N", "C", "O", "C", "C", "C", "C", "N", "H", "H", "H", "H", "H", "H", "H", "H", "H", "H", "H", "H", "H", "H", "H", "H", "H", "H", "H", "H", "H", "H", "H", "H", "H", "H", "H", "H", "H", "C", "F", "F", "F", "S", "O", "O", "O", "O", "S", "O", "O", "O", "Li", "Na", "C", "Cl", "Cl", "H", "H", "K", "Br", "C", "Cl", "Cl", "Cl", "H", "F", "Al"], "coordinates": [[-1.01743, 0.80417, 4.49111], [-1.41661, 1.89666, 3.68786], [-2.73007, 1.75799, 3.16523], [-2.63942, 0.94041, 1.86745], [-2.04537, 1.74822, 0.70848], [-0.72614, 1.11335, 0.22438], [-0.63213, 0.32293, -1.10768], [0.39932, -0.76913, -0.94468], [0.01709, -2.13686, -0.94243], [-1.41317, -2.54409, -1.17611], [-2.37216, -2.21478, -0.03078], [-3.09605, -3.45013, 0.50731], [-3.36698, -1.39725, -0.55330], [0.80335, -3.16136, -0.75968], [2.07470, -2.81970, -0.58900], [2.56528, -1.60974, -0.60736], [3.87872, -1.52874, -0.46227], [1.74641, -0.47752, -0.78242], [2.40976, 0.85782, -0.80004], [2.72960, 1.33750, -2.26071], [2.11176, 2.73137, -2.55123], [2.95018, 3.50918, -3.44130], [0.03539, 0.64811, 4.25127], [-1.24584, 0.94632, 5.53868], [-1.49551, -0.14763, 4.22464], [-3.20664, 2.70940, 2.96537], [-3.37402, 1.26680, 3.89203], [-3.62290, 0.54604, 1.64718], [-1.93192, 0.13600, 2.00331], [-2.77316, 1.94678, -0.06789], [-1.77428, 2.71470, 1.11687], [-0.32115, 0.45982, 0.99335], [-0.02533, 1.93514, 0.15237], [-1.57446, -0.00219, -1.52524], [-0.21896, 1.03728, -1.80840], [-1.45922, -3.61175, -1.32994], [-1.79809, -2.09857, -2.08519], [-1.87864, -1.73252, 0.81041], [-2.61753, -3.85891, 1.38718], [-4.07202, -3.09215, 0.82311], [-3.26529, -4.17122, -0.28033], [2.72154, -3.58654, -0.43848], [4.09810, -1.07850, 0.37210], [1.84478, 1.60964, -0.27363], [3.36673, 0.72884, -0.32138], [2.36181, 0.60966, -2.98175], [3.79877, 1.42611, -2.35837], [2.04204, 3.31706, -1.64192], [1.16608, 2.65780, -3.04645], [3.93399, 3.49946, -3.21712], [2.86849, 3.16498, -4.38638], [3.06771, -0.50462, 3.41160], [4.30520, -0.24559, 3.21341], [2.96903, -1.55306, 4.21093], [2.54864, 0.57059, 4.12467], [2.17669, -0.78142, 1.80887], [2.79612, -1.90866, 1.20749], [2.34401, 0.45862, 1.04993], [0.75145, -1.00402, 2.19318], [2.77753, 7.03586, -0.38526], [2.51877, 6.19672, -1.54030], [2.72752, 4.76968, -1.19026], [3.62281, 6.59138, -2.51558], [1.21613, 6.41406, -2.13610], [-0.83581, -0.90770, 2.61166], [-0.21812, 2.09392, -3.34983], [-3.86616, 1.35302, -5.86681], [-4.57585, -0.21873, -6.17228], [-3.20828, 1.45010, -4.19919], [-3.05723, 1.52262, -6.56568], [-4.62571, 2.11800, -5.96771], [2.02804, 2.30555, 2.29836], [3.75376, 5.37107, -4.95994], [-2.17981, -7.55475, 2.22048], [-1.50369, -6.59286, 0.91655], [-1.27747, -7.35820, 3.68708], [-3.93961, -7.14723, 2.52947], [-2.16022, -8.59737, 1.92947], [6.41216, 0.08344, 3.74088], [-6.38102, -6.85068, 1.63669]]}